Entry 1:
DFT (ωB97M-V/def2-TZVPD) results for C4H6S in the gas phase at a distorted geometry.

Its molar mass is 86.16 u. The SMILES is S=C1CCC1. The relative energy (zero: lowest compared OMol25 entry of this formula, charge and spin) is 384.9 kJ/mol. The value obtained for the total energy is -554.02557 hartree.

ORCA input file:
```
! RIJCOSX wB97M-V def2-TZVPD def2/J DEFGRID3
* xyz 0 1
S 1.86051 -0.01071 -0.09720
C 0.19487 -0.12116 0.16204
C -0.83389 1.09438 0.25305
C -1.86415 0.06572 -0.49823
C -0.99578 -1.05858 0.22470
H -1.26103 1.26402 1.37233
H -0.51455 2.27655 -0.12727
H -3.17049 0.18363 -0.25280
H -1.52309 -0.06699 -1.70291
H -0.91718 -2.30037 -0.05094
H -1.38820 -1.06761 1.46735
*
```

---

Entry 2:
DFT (ωB97M-V/def2-TZVPD) results for C4H6S2 in the gas phase at a distorted geometry.

Its molar mass is 118.23 u. The SMILES is C1SC[C@@H]2S[C@@H]12. The relative energy (zero: lowest compared OMol25 entry of this formula, charge and spin) is 334.5 kJ/mol. The value obtained for the total energy is -952.24201 hartree.

ORCA input file:
```
! RIJCOSX wB97M-V def2-TZVPD def2/J DEFGRID3
* xyz 0 1
C 0.54436 -1.37228 -0.22071
S 1.65368 0.13784 0.55251
C 0.33472 1.27145 0.61445
C -0.58130 0.85873 -0.45186
S -2.20432 0.13509 -0.94499
C -0.89125 -0.65331 -0.11299
H 0.42404 -2.20219 0.49057
H 1.02438 -1.83334 -1.19937
H 0.69729 2.26828 0.22870
H 0.05170 1.53020 1.55905
H 0.12676 0.77275 -1.43670
H -1.18005 -0.91322 0.92133
*
```

---

Entry 3:
DFT (ωB97M-V/def2-TZVPD) results for C4H6S2 in the gas phase at a distorted geometry.

Its molar mass is 118.23 u. The SMILES is C[C@H]1C(=S)[C@@H]1S. The relative energy (zero: lowest compared OMol25 entry of this formula, charge and spin) is 196.2 kJ/mol. The value obtained for the total energy is -952.29469 hartree.

ORCA input file:
```
! RIJCOSX wB97M-V def2-TZVPD def2/J DEFGRID3
* xyz 0 1
C -1.06927 0.65261 1.10731
C 0.22506 0.08361 0.53825
C 0.11350 -1.12685 -0.11572
S -0.24100 -2.67206 -0.23021
C 0.40225 0.18875 -0.93842
S 2.02530 0.45055 -1.67435
H -1.30260 0.36291 2.20139
H -1.93509 0.37261 0.49161
H -0.92475 1.69297 1.00716
H 1.04519 0.37905 1.22016
H -0.45088 0.45215 -1.43147
H 2.11229 -0.83629 -2.17570
*
```